{
  "formula": "C28H27CuN3SSi",
  "method": "ωB97M-V/def2-TZVPD",
  "species": ["C", "C", "C", "H", "C", "C", "H", "H", "H", "H", "Cu", "C", "H", "H", "H", "Si", "C", "C", "H", "C", "H", "C", "H", "C", "H", "C", "H", "C", "C", "H", "C", "H", "C", "H", "C", "H", "C", "H", "H", "H", "N", "C", "C", "C", "C", "C", "C", "N", "C", "C", "C", "S", "C", "N", "H", "H", "H", "H", "H", "H", "H"],
  "positions_angstrom": [[0.32176, -0.58687, 3.38599], [0.83338, -0.87093, 2.08160], [1.60891, 0.25005, 1.67013], [0.71650, -1.79758, 1.51202], [1.56337, 1.24428, 2.68493], [0.76784, 0.72811, 3.76025], [0.57650, 1.22929, 4.71389], [-0.26916, -1.24611, 4.03114], [2.13927, 0.31345, 0.72310], [2.09338, 2.20717, 2.67681], [-0.48535, 0.80547, 2.07015], [-0.44291, -0.51215, -2.78341], [-0.90059, 0.31168, -2.22012], [-0.21480, -0.23391, -3.82704], [-1.03645, -1.44844, -2.71323], [1.39885, -0.81500, -1.78998], [1.81406, -2.21978, -3.06183], [2.46178, -3.40590, -2.63932], [2.82862, -3.51329, -1.59150], [2.72424, -4.40734, -3.60155], [3.32270, -5.28138, -3.32295], [2.22847, -4.28383, -4.92201], [2.36510, -5.09351, -5.64984], [1.59024, -3.11034, -5.34830], [1.19635, -2.99898, -6.37494], [1.50451, -2.03990, -4.44447], [1.19642, -1.06793, -4.85074], [2.85945, 0.37803, -2.19718], [3.85397, 0.05734, -3.14786], [3.79926, -0.87935, -3.71632], [4.94083, 0.92174, -3.33884], [5.68087, 0.66672, -4.10294], [5.08897, 2.07665, -2.56692], [5.94836, 2.74155, -2.72850], [4.11803, 2.36655, -1.60445], [4.23923, 3.23877, -0.97204], [3.00304, 1.55449, -1.43837], [2.25437, 1.80809, -0.69455], [-2.94261, 0.26308, -2.92463], [-2.69611, 0.05465, -3.64481], [-4.54011, 1.22814, 2.61413], [-4.43271, 0.65316, 3.89420], [-5.38651, 0.44274, 4.87633], [-4.96528, 0.01158, 6.14170], [-3.60009, -0.18223, 6.40024], [-2.63394, 0.02449, 5.39829], [-3.05815, 0.41903, 4.10658], [-2.38265, 0.79118, 2.94415], [-3.27296, 1.27286, 2.05266], [-2.78445, 1.80781, 0.76964], [-3.41141, 2.49160, -0.26122], [-2.30496, 3.05196, -1.44984], [-1.00803, 2.32537, -0.58717], [-1.39615, 1.74861, 0.57071], [-5.39664, 1.50844, 2.15210], [-6.44225, 0.61722, 4.66452], [-5.69111, -0.15861, 6.94234], [-3.30725, -0.49100, 7.41193], [-1.57329, -0.08192, 5.62752], [-4.47161, 2.65211, -0.39620], [0.00891, 2.46282, -0.96398]],
  "mulliken_spin": [0.01, -0.01, -0.03, 0.01, 0.02, 0.01, 0.00, 0.00, 0.03, 0.00, -0.01, 0.15, -0.04, 0.00, 0.00, 0.67, 0.04, -0.01, 0.00, 0.01, 0.00, 0.00, 0.00, 0.00, 0.00, 0.04, 0.01, 0.09, 0.05, 0.01, -0.01, 0.00, 0.02, 0.00, -0.01, 0.00, -0.06, 0.00, 0.00, 0.00, 0.00, 0.00, 0.00, 0.00, 0.00, 0.00, 0.00, 0.00, 0.00, 0.00, 0.00, 0.00, 0.01, 0.00, 0.00, 0.00, 0.00, 0.00, 0.00, 0.00, 0.00],
  "max_force_ev_per_a": 3.51,
  "homo_lumo_gap_ev": [5.514, 4.803],
  "total_energy_ha": -3575.438993,
  "lumo_energy_ev": [-0.34, -1.04],
  "spin_multiplicity": 2,
  "homo_energy_ha": [-0.2151, -0.2147]
}

***

{
  "formula": "C16H13Cl2FN2O2",
  "method": "ωB97M-V/def2-TZVPD",
  "species": ["O", "F", "Cl", "Cl", "N", "O", "C", "C", "C", "C", "C", "C", "C", "C", "C", "C", "C", "C", "C", "C", "N", "C", "C", "H", "H", "H", "H", "H", "H", "H", "H", "H", "H", "H", "H", "H"],
  "positions_angstrom": [[-0.63197, -0.01350, 1.92705], [5.06419, -0.95614, 0.82218], [-6.33795, 0.86971, -1.53746], [-1.82627, -1.83154, -1.87699], [2.92083, -1.64823, 0.61099], [0.64035, -1.93562, 0.31446], [-0.78427, -0.10632, 0.70546], [0.29015, -0.61562, -0.07285], [0.96076, -0.11226, -1.24986], [3.94790, -1.52104, 1.36472], [1.73538, -1.95531, 1.09612], [3.85688, -1.74393, 2.75594], [1.63566, -2.18401, 2.44864], [2.68756, -2.05690, 3.29393], [-4.31754, 1.33380, 0.25179], [-3.85105, -0.28234, -1.51058], [-3.03670, 1.12514, 0.62680], [-4.67032, 0.65324, -0.91644], [-2.55344, -0.50416, -1.07532], [-2.10493, 0.21827, 0.06609], [0.75809, 1.24522, -1.66891], [0.98181, 1.55923, -3.05283], [1.02022, 2.33304, -0.65508], [1.63681, -0.75719, -1.82970], [4.56125, -1.83940, 3.48614], [0.65701, -2.24496, 2.80568], [2.42821, -2.24508, 4.29115], [-4.98651, 2.06195, 0.60172], [-4.39248, -0.83862, -2.23862], [-2.67618, 1.51820, 1.54769], [2.08808, 1.56856, -3.18676], [0.35626, 2.36633, -3.40244], [0.60435, 0.67558, -3.58949], [2.05227, 2.76747, -0.78291], [0.24488, 3.08599, -0.74148], [1.04068, 2.01045, 0.37115]],
  "nbo_charge": [-0.52, -0.32, -0.02, 0.05, -0.49, -0.51, 0.47, 0.15, 0.05, 0.60, 0.50, -0.33, -0.27, -0.16, -0.26, -0.29, -0.13, 0.06, 0.02, -0.17, -0.45, -0.41, -0.41, 0.22, 0.23, 0.22, 0.22, 0.24, 0.24, 0.23, 0.19, 0.22, 0.21, 0.19, 0.20, 0.22],
  "max_force_ev_per_a": 6.71,
  "homo_lumo_gap_ev": 7.664,
  "e_above_lowest_ev": 0.000,
  "total_energy_ha": -1897.628265,
  "lumo_energy_ev": -0.45,
  "smiles": "CN(C)/C=C(/Oc1cccc(F)n1)C(=O)c1ccc(Cl)cc1Cl",
  "spin_multiplicity": 1,
  "homo_energy_ha": -0.2983
}

***

{
  "formula": "C9H21N3O3",
  "method": "ωB97M-V/def2-TZVPD",
  "species": ["C", "O", "N", "C", "C", "H", "H", "H", "H", "H", "H", "H", "C", "O", "N", "C", "C", "H", "H", "H", "H", "H", "H", "H", "C", "O", "N", "C", "C", "H", "H", "H", "H", "H", "H", "H"],
  "positions_angstrom": [[-12.08875, -15.13453, -10.06952], [-12.49940, -16.24719, -9.81185], [-12.40583, -14.01693, -9.38016], [-12.07456, -12.70955, -9.89884], [-13.35261, -14.04916, -8.30390], [-11.39864, -14.95664, -10.91034], [-11.15761, -12.74915, -10.48772], [-11.97689, -11.99262, -9.08727], [-12.83355, -12.31416, -10.58744], [-14.36760, -13.85477, -8.65816], [-13.37152, -15.02769, -7.82117], [-13.08336, -13.36627, -7.49815], [-17.50966, -18.20793, -8.82836], [-17.45841, -19.41927, -8.74910], [-16.44913, -17.38102, -8.67310], [-15.17432, -17.92030, -8.22400], [-16.56118, -15.95131, -8.81971], [-18.44079, -17.72104, -9.16526], [-15.27133, -18.96539, -7.96072], [-14.85819, -17.37223, -7.32681], [-14.40105, -17.73782, -8.97205], [-15.77461, -15.44904, -8.26796], [-16.48493, -15.62519, -9.86475], [-17.53258, -15.59251, -8.47095], [-21.63828, -18.48958, -10.73112], [-20.52653, -18.89193, -10.99134], [-22.78033, -19.14829, -11.04049], [-24.04938, -18.83598, -10.45354], [-22.66878, -20.43842, -11.69195], [-21.82084, -17.53183, -10.20973], [-24.30209, -19.54430, -9.65546], [-24.85464, -18.97375, -11.18110], [-24.09282, -17.80679, -10.10620], [-23.65833, -20.74326, -12.05201], [-22.09052, -20.39711, -12.61258], [-22.33667, -21.23480, -11.02497]],
  "nbo_charge": [0.54, -0.62, -0.44, -0.41, -0.42, 0.11, 0.21, 0.21, 0.19, 0.19, 0.23, 0.20, 0.53, -0.62, -0.44, -0.42, -0.40, 0.12, 0.24, 0.18, 0.22, 0.20, 0.19, 0.20, 0.53, -0.60, -0.44, -0.40, -0.42, 0.10, 0.19, 0.20, 0.21, 0.20, 0.23, 0.21],
  "max_force_ev_per_a": 1.06,
  "homo_lumo_gap_ev": 9.330,
  "e_above_lowest_ev": 1.546,
  "total_energy_ha": -745.496411,
  "lumo_energy_ev": 0.65,
  "smiles": "CN(C)C=O.CN(C)C=O.CN(C)C=O",
  "spin_multiplicity": 1,
  "homo_energy_ha": -0.3191
}